Record 1
{"formula": "C6H14N2OSi", "method": "ωB97M-V/def2-TZVPD", "total_energy_ha": -711.14496, "relative_energy_kcal_mol": 67.7, "homo_ev": [-9.08, -9.37], "orbital_gap_ha": [0.3130, 0.3058], "symbols": ["C", "C", "C", "C", "C", "C", "N", "N", "O", "Si", "H", "H", "H", "H", "H", "H", "H", "H", "H", "H", "H", "H", "H", "H"], "positions_angstrom": [[2.561264, 0.493187, -0.164041], [3.987073, 0.005201, -0.089214], [-0.103485, 2.203115, 0.194389], [-0.668830, -1.021319, 1.610028], [-3.013853, -0.058169, -0.186747], [-0.666135, -1.644657, -1.482051], [1.859066, 0.338938, -1.153807], [-0.437433, 1.111690, -0.599996], [4.541609, -0.234588, 0.942125], [-1.119789, -0.386629, -0.141090], [2.226440, 0.942202, 0.793188], [4.447974, -0.154498, -1.076564], [0.180174, 3.060321, -0.425005], [-0.935753, 2.487055, 0.850103], [0.730278, 1.976871, 0.890921], [0.269189, -1.572171, 1.593974], [-0.548746, -0.190342, 2.299588], [-1.425962, -1.679042, 2.025126], [-3.296430, 0.357153, -1.147952], [-3.557184, -0.984963, -0.047721], [-3.316273, 0.638940, 0.587166], [0.404756, -1.649782, -1.646960], [-0.976515, -2.646962, -1.203772], [-1.141432, -1.391553, -2.421679]], "forces_ev_per_angstrom": [[0.34, 0.41, 1.71], [0.25, -0.33, -0.68], [0.52, 0.57, 0.37], [0.12, 0.30, -0.74], [0.97, -0.02, -0.04], [-0.11, 0.37, 0.62], [-0.76, -0.11, -0.89], [0.48, -0.05, -0.81], [-0.11, 0.17, 0.14], [-1.07, -1.35, 0.23], [-0.09, -0.12, -0.26], [0.16, -0.04, 0.02], [0.00, 0.10, 0.23], [-0.11, 0.05, 0.04], [-0.28, 0.20, -0.01], [0.15, -0.06, 0.01], [0.00, 0.18, 0.15], [-0.20, -0.11, -0.05], [-0.03, 0.09, -0.19], [-0.11, -0.26, 0.09], [-0.07, 0.13, 0.19], [0.19, -0.03, -0.02], [-0.09, -0.19, 0.09], [-0.14, 0.13, -0.20]], "mulliken_charge": [0.4135, -0.1632, -0.7126, -1.0369, -1.0517, -0.9757, -0.4899, -0.1006, -0.4254, 0.2832, 0.2486, 0.3502, 0.2692, 0.3258, 0.1889, 0.3107, 0.3397, 0.3596, 0.2968, 0.3183, 0.3045, 0.3127, 0.3438, 0.2904]}

---

Record 2
{"formula": "HO6PS2", "method": "ωB97M-V/def2-TZVPD", "total_energy_ha": -1589.83739, "charge": -2, "relative_energy_kcal_mol": 0.0, "homo_ev": 1.14, "orbital_gap_ha": 0.1623, "symbols": ["O", "O", "O", "O", "O", "O", "P", "S", "S", "H"], "positions_angstrom": [[-1.274117, 1.305891, -2.113371], [-2.302852, 3.820317, -1.694216], [-0.057954, 2.886838, -0.426939], [-2.593488, 2.250395, 0.021094], [-4.617286, 3.267766, -0.902187], [-1.044490, -0.039367, 0.574757], [-1.274140, 2.283204, -1.009280], [-0.338687, -1.202514, 1.306869], [-3.287360, 3.639825, -0.474701], [0.913372, -0.954639, 0.814538]], "forces_ev_per_angstrom": [[-0.40, 0.60, 0.39], [0.17, -1.31, 1.14], [-0.66, 0.10, 0.03], [1.04, 0.17, -0.78], [-0.87, -0.07, -0.51], [-1.18, 0.40, 0.04], [0.66, -0.44, -0.77], [0.78, 0.16, -0.27], [0.05, 1.06, 0.31], [0.42, -0.67, 0.41]], "mulliken_charge": [-0.6502, -0.4618, -0.6801, -0.2058, -0.5720, -0.5844, 1.0680, -0.4237, 0.5108, -0.0006]}

---

Record 3
{"formula": "CH4O2S2", "method": "ωB97M-V/def2-TZVPD", "total_energy_ha": -987.32476, "relative_energy_kcal_mol": 15.5, "homo_ev": -9.36, "orbital_gap_ha": 0.3579, "symbols": ["O", "C", "O", "H", "H", "S", "S", "H", "H"], "positions_angstrom": [[-1.787221, 0.376920, 0.798428], [-1.497589, 1.537873, 0.826160], [-0.075314, 1.714300, 0.848325], [-2.061435, 2.387262, 0.775406], [0.108426, 2.717409, 0.859070], [1.644127, -3.238961, -1.130172], [0.727517, -1.501967, -1.739242], [2.914163, -2.885274, -0.546080], [0.027325, -1.107560, -0.691894]], "forces_ev_per_angstrom": [[-1.41, 1.07, 0.08], [5.25, -4.62, -0.20], [-1.86, 3.33, 0.09], [-1.77, 2.36, 0.01], [-0.18, -2.17, -0.02], [1.18, 0.14, 0.82], [0.78, -0.06, -0.76], [-1.78, 0.05, -0.83], [-0.21, -0.10, 0.82]], "mulliken_charge": [-0.4220, 0.2134, -0.4308, 0.3311, 0.3209, -0.2005, -0.1526, 0.1649, 0.1756]}

---

Record 4
{"formula": "C31H35F4N7Se2V", "method": "ωB97M-V/def2-TZVPD", "total_energy_ha": -7731.71750, "charge": 1, "multiplicity": 3, "homo_ev": [-9.55, -9.55], "orbital_gap_ha": [0.2561, 0.2539], "symbols": ["V", "C", "N", "C", "C", "C", "N", "C", "C", "F", "C", "F", "C", "C", "F", "C", "F", "H", "H", "H", "H", "H", "H", "H", "H", "H", "H", "H", "C", "C", "C", "C", "N", "C", "C", "C", "C", "C", "C", "C", "H", "H", "H", "H", "H", "H", "H", "H", "C", "N", "C", "C", "N", "C", "C", "Se", "H", "H", "H", "H", "H", "H", "H", "H", "C", "N", "C", "C", "N", "C", "C", "Se", "H", "H", "H", "H", "H", "H", "H", "H"], "positions_angstrom": [[-0.711709, 0.500290, 0.393604], [0.558191, 2.188790, -1.535896], [-0.830709, 1.838790, -1.252896], [-1.443709, 1.418190, -2.508596], [-1.561409, 2.983490, -0.704296], [-1.107409, 3.254190, 0.739404], [-0.487409, 2.054890, 1.237204], [0.370791, 2.162090, 2.288104], [1.573691, 1.432890, 2.219204], [1.794091, 0.741490, 1.064804], [2.495391, 1.411890, 3.247704], [3.616691, 0.699190, 3.133504], [2.257991, 2.145190, 4.401304], [1.098391, 2.899290, 4.488004], [0.858591, 3.608290, 5.595404], [0.173591, 2.923990, 3.452104], [-0.969309, 3.628090, 3.581304], [0.629891, 2.896990, -2.371496], [1.115691, 1.288890, -1.803896], [1.029291, 2.640290, -0.666296], [-1.362609, 2.202190, -3.274196], [-2.499509, 1.185890, -2.369496], [-0.937209, 0.530590, -2.890796], [-2.622709, 2.722690, -0.702696], [-1.421109, 3.878490, -1.328396], [-1.981809, 3.543090, 1.337804], [-0.397409, 4.094190, 0.778504], [2.963791, 2.113390, 5.212004], [-0.044909, -2.530010, -2.314396], [-1.327009, -2.858510, -2.744696], [-2.414809, -2.285010, -2.105496], [-2.195009, -1.357010, -1.091696], [-0.943809, -1.009110, -0.730096], [0.096691, -1.600610, -1.303096], [-3.205509, -0.643110, -0.323296], [-4.579609, -0.834310, -0.452096], [-5.443609, -0.086910, 0.325304], [-4.935609, 0.804890, 1.260104], [-3.564909, 0.982390, 1.397904], [-2.673109, 0.293690, 0.585704], [0.825991, -2.981210, -2.758696], [-1.475809, -3.545810, -3.563296], [-3.421509, -2.534510, -2.404096], [1.074691, -1.323910, -0.915396], [-4.967809, -1.547110, -1.165796], [-6.510209, -0.214010, 0.223004], [-5.613109, 1.368590, 1.884704], [-3.198009, 1.672190, 2.153504], [-2.598809, -0.848710, 4.060304], [-2.226909, -2.160010, 3.614304], [-2.837509, -3.332010, 3.961804], [-2.159409, -4.338410, 3.357004], [-1.138309, -3.773910, 2.645504], [-0.184209, -4.479710, 1.833604], [-1.187009, -2.434610, 2.802404], [0.063591, -1.233510, 2.171704], [-2.572109, -0.804110, 5.150204], [-3.600109, -0.595710, 3.707804], [-1.883409, -0.130310, 3.648204], [-3.684509, -3.355410, 4.615604], [-2.310809, -5.398910, 3.388504], [-0.216309, -5.538310, 2.086304], [0.817991, -4.084410, 2.013004], [-0.420009, -4.345810, 0.774104], [2.860891, -0.403310, -4.832996], [4.140191, 0.017790, -4.341096], [5.219891, 0.399990, -5.095296], [6.223691, 0.711690, -4.241396], [5.758591, 0.516090, -2.968996], [6.461091, 0.728590, -1.734396], [4.481691, 0.098790, -3.038096], [3.416191, -0.242610, -1.618296], [2.981591, -1.207010, -5.559796], [2.326791, 0.429390, -5.297196], [2.282291, -0.770410, -3.983996], [5.184091, 0.423190, -6.164896], [7.220291, 1.051290, -4.436496], [7.530091, 0.792190, -1.924296], [6.251191, -0.099110, -1.054096], [6.114191, 1.648990, -1.258096]], "forces_ev_per_angstrom": [[0.62, -0.45, 1.11], [0.59, 0.21, -0.18], [-0.18, 0.27, -0.49], [-0.29, -0.19, -0.49], [-0.39, 0.47, 0.33], [-0.27, 0.79, -0.20], [-0.05, 2.33, 1.28], [1.41, 0.27, 1.31], [-0.18, 0.49, 0.21], [0.11, -0.01, 0.14], [-0.29, 0.24, 0.01], [-0.06, -0.04, -0.07], [-0.20, -0.05, -0.27], [0.13, -0.13, -0.19], [-0.06, -0.03, -0.11], [-0.06, -0.31, -0.26], [0.23, -0.10, 0.07], [-0.09, -0.03, 0.03], [0.07, 0.07, -0.01], [0.01, -0.04, 0.01], [0.00, -0.01, 0.17], [0.04, -0.01, 0.11], [0.02, 0.02, 0.01], [0.12, 0.02, -0.09], [-0.04, -0.16, 0.01], [0.18, 0.05, -0.13], [-0.11, -0.12, -0.01], [0.10, 0.06, 0.15], [-0.02, 0.01, -0.16], [0.03, 0.24, 0.31], [0.12, 0.03, 0.00], [-0.14, -0.24, -0.32], [-0.56, -2.85, -2.48], [0.46, -0.42, -0.16], [-0.47, 0.34, 0.32], [0.21, -0.02, -0.15], [-0.09, -0.10, 0.06], [0.04, 0.06, 0.10], [-0.25, 0.11, 0.00], [-0.79, -0.28, -0.10], [0.16, -0.01, -0.03], [0.00, -0.13, -0.02], [-0.05, 0.00, 0.02], [-0.07, -0.11, -0.19], [-0.11, -0.07, -0.03], [-0.10, -0.01, -0.02], [-0.10, 0.05, 0.06], [0.00, 0.04, -0.09], [-0.21, 0.79, 0.26], [0.52, -0.52, -0.57], [-0.07, -0.60, 0.00], [-0.51, -0.01, 0.43], [-0.29, 0.75, 0.24], [0.51, -0.16, -0.46], [-0.08, 0.17, -0.09], [0.69, -0.18, 0.39], [0.02, -0.02, -0.06], [0.10, -0.06, 0.01], [-0.18, -0.17, 0.12], [-0.17, -0.04, 0.09], [-0.05, -0.12, 0.01], [-0.02, 0.09, 0.00], [-0.15, -0.09, 0.01], [0.03, -0.05, 0.11], [-0.52, -0.17, -0.21], [0.58, 0.15, 0.34], [0.60, 0.23, -0.16], [0.05, 0.03, -0.72], [-0.43, -0.21, -0.43], [0.20, 0.13, 0.58], [-0.37, -0.07, 0.21], [-0.37, -0.22, 0.86], [0.03, 0.05, 0.00], [0.07, -0.05, 0.03], [0.07, 0.05, -0.10], [0.05, 0.00, -0.18], [0.15, 0.04, -0.06], [-0.04, 0.00, -0.09], [0.06, 0.09, -0.11], [0.06, -0.08, -0.03]], "lowdin_spin": [1.8890, 0.0054, 0.0012, 0.0021, 0.0047, 0.0042, -0.0210, 0.0065, -0.0011, 0.0089, 0.0004, 0.0003, -0.0024, 0.0006, 0.0005, -0.0020, -0.0006, 0.0006, 0.0006, 0.0002, -0.0002, 0.0001, 0.0001, 0.0002, 0.0009, -0.0018, -0.0004, -0.0001, 0.0015, 0.0150, 0.0001, 0.0169, 0.0063, 0.0158, 0.0201, -0.0040, 0.0268, -0.0049, 0.0194, -0.0270, -0.0002, 0.0008, -0.0003, 0.0012, -0.0009, 0.0017, -0.0011, 0.0006, 0.0002, 0.0002, -0.0001, -0.0003, -0.0005, 0.0006, 0.0043, 0.0101, 0.0000, 0.0002, 0.0002, 0.0000, 0.0000, 0.0000, 0.0001, 0.0001, 0.0000, 0.0000, 0.0000, 0.0000, 0.0000, 0.0000, 0.0000, 0.0002, 0.0000, 0.0000, 0.0000, 0.0000, 0.0000, 0.0000, 0.0000, 0.0000]}

---

Record 5
{"formula": "C4H8N2", "method": "ωB97M-V/def2-TZVPD", "total_energy_ha": -266.61139, "relative_energy_kcal_mol": 69.4, "homo_ev": -8.88, "orbital_gap_ha": 0.3613, "symbols": ["C", "C", "N", "C", "N", "C", "H", "H", "H", "H", "H", "H", "H", "H"], "positions_angstrom": [[-1.327782, -1.561885, -0.558509], [-0.816488, -0.610559, 0.499825], [-0.150705, 0.486420, -0.109007], [0.839434, 1.141312, 0.546357], [1.391190, 1.546388, 1.597947], [2.022117, 1.504947, -0.075140], [-0.501800, -1.958051, -1.153453], [-2.038216, -1.079820, -1.241968], [-1.836035, -2.395937, -0.074483], [-1.635058, -0.247504, 1.117171], [-0.087634, -1.092881, 1.162497], [-0.651512, 0.993793, -0.828372], [1.995886, 2.469759, -0.525855], [2.796603, 0.804018, -0.357009]], "forces_ev_per_angstrom": [[-0.07, -0.32, -0.01], [-0.76, -0.23, 0.58], [-0.80, -0.19, 0.37], [-0.61, -0.46, -0.88], [0.48, -0.72, -1.82], [1.29, 1.72, 1.24], [-0.05, 0.04, 0.03], [0.11, -0.01, 0.18], [-0.06, -0.05, -0.11], [-0.34, -0.29, 0.32], [-0.22, -0.05, -0.12], [0.43, -0.08, 0.02], [0.62, 0.69, -0.17], [-0.01, -0.06, 0.36]], "mulliken_charge": [-1.1458, -0.2756, -0.1701, 0.3865, -0.5393, -0.5258, 0.3086, 0.3152, 0.3514, 0.2656, 0.2875, 0.2632, 0.2358, 0.2428]}